(1)
{
  "formula": "C5H6N2O2",
  "method": "ωB97M-V with the def2-TZVPD basis set",
  "species": ["C", "C", "O", "H", "H", "H", "H", "H", "C", "H", "C", "C", "N", "N", "O"],
  "positions_angstrom": [[-0.561, 0.038, 0.788], [0.802, 0.301, -0.990], [2.216, -0.172, -3.356], [-0.920, -1.056, 2.755], [-0.356, 1.883, 1.623], [-0.047, -1.447, -0.572], [-2.035, -1.291, 1.251], [-2.104, 0.306, 2.119], [1.350, -0.822, -2.883], [1.510, 2.409, -0.196], [-1.480, -0.513, 1.839], [0.889, 1.444, -0.173], [0.034, 1.233, 0.866], [0.028, -0.513, -0.284], [0.675, -1.799, -2.786]],
  "forces_ev_per_a": [[1.505, 0.154, 0.812], [2.431, 1.952, -0.536], [-0.860, -0.266, 0.140], [-1.284, 1.459, -2.072], [1.400, -0.947, -1.736], [-0.651, -1.431, -0.545], [-0.054, 0.587, 1.116], [-0.686, 0.122, 0.649], [1.096, -0.195, -0.061], [-1.264, -1.834, -0.311], [1.609, -2.399, -0.477], [0.965, 1.022, -1.176], [-2.304, 1.264, 2.801], [-1.861, -0.353, 1.079], [-0.044, 0.866, 0.317]],
  "mulliken_charge": [0.344, -0.535, -0.435, 0.241, 0.276, 0.143, 0.287, 0.364, 0.911, 0.334, -0.975, -0.358, -0.092, 0.022, -0.527],
  "lumo_ha": 0.00968,
  "multiplicity": 1,
  "charge": 0
}


(2)
{
  "formula": "C21H34B2F4N6S3Tc",
  "method": "ωB97M-V with the def2-TZVPD basis set",
  "species": ["C", "C", "C", "H", "F", "B", "H", "H", "F", "Tc", "H", "C", "F", "H", "H", "C", "S", "C", "N", "H", "H", "H", "C", "N", "H", "H", "C", "C", "C", "N", "H", "H", "S", "H", "H", "C", "H", "H", "C", "C", "H", "C", "H", "C", "H", "B", "H", "H", "H", "H", "H", "H", "H", "N", "C", "H", "N", "S", "H", "H", "C", "C", "C", "F", "H", "H", "C", "H", "N", "C", "H"],
  "positions_angstrom": [[2.243, 2.527, 2.019], [1.799, -4.438, -3.712], [1.707, -4.801, -1.216], [-4.356, 1.514, -3.246], [-4.071, -0.359, 3.258], [1.208, 1.047, -1.201], [0.724, -0.670, 3.909], [1.976, 1.726, -1.817], [-1.858, -2.180, 2.037], [-0.971, -1.091, 0.896], [1.505, -5.863, -1.350], [1.922, 2.575, 0.705], [-1.993, 0.457, 3.662], [-3.350, 4.740, -1.624], [4.379, 0.066, 3.188], [2.748, -0.778, -2.024], [1.265, -1.183, 1.272], [-1.381, 1.654, -0.907], [-0.214, 1.571, -1.571], [-5.133, 3.108, 0.075], [-0.494, -5.305, -2.845], [0.381, 2.182, -3.543], [-0.412, 2.119, -2.819], [2.073, 1.229, 2.442], [1.524, -5.470, -3.925], [-4.197, 1.690, 0.481], [1.144, 0.160, 4.474], [0.707, -1.531, -1.740], [-4.138, 2.670, 0.015], [1.460, -2.559, -2.161], [2.190, 2.674, 4.764], [-3.884, 4.010, -3.152], [-1.004, -1.523, -1.324], [1.388, -0.212, 5.468], [3.141, 1.505, 5.662], [1.133, -4.027, -2.398], [-2.204, 3.027, -3.698], [3.858, 2.290, 4.262], [-4.005, 3.991, -2.071], [-4.578, 1.537, -2.179], [0.389, 0.940, 4.575], [3.505, -0.341, 3.697], [1.243, -4.483, -0.280], [-3.763, 2.609, -1.462], [-0.827, -3.635, -3.274], [-2.992, -0.358, 4.006], [2.885, -4.402, -3.671], [1.453, -3.818, -4.540], [2.589, 3.311, 2.665], [-5.035, 4.276, -1.865], [-4.382, 0.550, -1.756], [-5.639, 1.753, -2.059], [-0.890, -4.167, -1.575], [1.550, 1.311, 0.313], [2.411, 0.714, 3.830], [3.810, -0.654, 4.694], [-2.295, 2.266, -1.683], [-1.670, 1.030, 0.706], [1.949, 3.402, 0.017], [2.787, -4.671, -1.135], [-1.690, 2.541, -2.891], [-0.365, -4.274, -2.520], [2.748, -2.097, -2.319], [-2.846, -1.151, 5.032], [3.552, -2.726, -2.648], [-3.465, 3.315, 0.583], [2.930, 1.880, 4.662], [3.550, -0.063, -2.054], [1.470, -0.421, -1.671], [1.638, 0.516, 1.392], [3.167, -1.231, 3.167]],
  "forces_ev_per_a": [[-0.001, 0.042, -0.045], [0.000, 0.026, 0.011], [0.001, 0.027, 0.005], [-0.001, -0.003, 0.000], [-0.020, 0.014, 0.020], [-0.011, -0.010, 0.093], [0.008, -0.010, 0.029], [-0.021, -0.026, -0.017], [-0.088, -0.027, 0.063], [-0.010, 0.269, -0.263], [0.003, -0.004, 0.000], [-0.074, -0.030, 0.048], [0.065, -0.045, -0.067], [-0.001, 0.002, -0.003], [-0.001, -0.002, 0.000], [0.023, -0.070, 0.003], [0.078, -0.202, 0.058], [-0.041, -0.081, -0.072], [-0.015, -0.006, -0.035], [0.006, 0.011, -0.005], [-0.002, -0.002, -0.005], [0.011, -0.005, 0.007], [-0.005, -0.014, 0.055], [0.026, -0.045, 0.085], [-0.003, -0.002, 0.000], [0.006, -0.007, 0.002], [-0.033, 0.006, -0.047], [0.029, -0.002, -0.083], [0.033, 0.009, 0.008], [0.003, -0.098, -0.015], [-0.005, -0.004, 0.008], [-0.021, 0.004, 0.004], [0.097, 0.151, 0.431], [0.012, 0.021, 0.011], [0.014, -0.002, -0.003], [-0.010, -0.005, 0.001], [-0.009, -0.003, 0.018], [-0.001, 0.006, 0.006], [0.006, -0.003, -0.015], [0.032, -0.023, 0.002], [0.004, -0.008, 0.003], [0.007, -0.002, -0.013], [-0.001, -0.007, 0.002], [-0.052, -0.014, -0.008], [-0.003, -0.003, 0.003], [-0.019, -0.143, -0.009], [0.009, -0.002, 0.006], [0.002, -0.003, -0.002], [0.019, -0.029, 0.023], [0.000, 0.000, 0.003], [-0.007, -0.001, 0.001], [-0.004, 0.002, -0.001], [0.004, -0.017, -0.005], [0.087, 0.088, -0.135], [-0.035, 0.021, 0.034], [0.004, -0.004, -0.002], [0.024, 0.049, -0.004], [-0.006, -0.007, 0.001], [0.003, -0.006, -0.013], [-0.001, -0.001, 0.003], [0.022, 0.014, -0.022], [0.003, 0.012, -0.011], [-0.004, 0.090, 0.005], [-0.046, 0.040, 0.017], [-0.002, -0.019, -0.007], [0.006, -0.012, 0.008], [0.003, -0.009, -0.008], [-0.007, 0.013, 0.000], [-0.057, 0.058, -0.016], [-0.024, 0.045, -0.144], [-0.011, 0.000, -0.005]],
  "mulliken_charge": [-0.269, -1.646, -1.405, 0.380, -0.198, 1.254, 0.281, -0.155, -0.744, 0.768, 0.464, -1.156, -0.157, 0.410, 0.401, -1.070, -0.214, 0.072, 0.207, 0.527, 0.515, 0.657, -1.159, 0.425, 0.473, 0.516, -1.518, 0.355, -2.154, 0.555, 0.478, 0.468, -0.312, 0.519, 0.459, 1.072, 0.555, 0.503, -1.705, -1.481, 0.408, -1.535, 0.286, 1.170, 0.480, 0.556, 0.448, 0.400, 0.592, 0.477, 0.311, 0.451, 0.456, 0.282, 1.163, 0.486, 0.669, 0.040, 0.645, 0.372, -0.410, -2.082, -0.468, -0.188, 0.581, 0.468, -2.148, 0.663, -0.061, 0.187, 0.332],
  "s_squared": 0.761,
  "lumo_ha": [-0.27653, -0.28455],
  "multiplicity": 2,
  "charge": 2
}


(3)
{
  "formula": "CHClN2O2S",
  "method": "ωB97M-V with the def2-TZVPD basis set",
  "species": ["O", "H", "O", "C", "S", "N", "N", "Cl"],
  "positions_angstrom": [[-0.833, -2.867, 0.584], [0.759, 0.417, 0.532], [0.749, 1.419, 0.906], [-0.093, 2.047, 0.159], [0.102, -1.813, 0.735], [0.436, -0.988, -0.512], [-0.818, 2.752, -0.388], [-0.302, -0.967, -2.016]],
  "forces_ev_per_a": [[-3.185, -3.713, -1.195], [0.355, 2.752, 0.757], [-0.001, -2.899, -1.054], [0.168, 0.633, 0.578], [1.399, -0.307, 7.084], [1.274, 3.712, -7.242], [-0.328, -0.037, -0.476], [0.318, -0.140, 1.547]],
  "mulliken_charge": [-0.343, 0.411, -0.455, 0.473, 0.391, -0.221, -0.402, 0.147],
  "s_squared": 2.008,
  "lumo_ha": [-0.02761, -0.17883],
  "multiplicity": 3,
  "charge": 0
}


(4)
{
  "formula": "C7H10BrN5O",
  "method": "ωB97M-V with the def2-TZVPD basis set",
  "species": ["H", "O", "C", "C", "H", "H", "C", "H", "C", "H", "H", "H", "Br", "H", "N", "C", "C", "H", "C", "N", "H", "N", "N", "N"],
  "positions_angstrom": [[2.634, 1.021, -1.347], [2.227, 1.543, -0.719], [1.918, 1.793, 1.625], [-3.936, -1.687, -0.752], [1.534, 1.290, 2.513], [3.724, -0.171, 0.060], [-1.745, -1.604, -1.042], [1.160, 2.476, 1.346], [2.781, -0.499, 0.606], [-0.377, -2.916, -2.065], [2.880, 2.245, 1.718], [2.937, -0.582, 1.640], [-4.464, 0.886, 0.526], [-4.971, -2.126, -0.757], [-1.615, 0.823, -0.182], [1.856, 0.801, 0.429], [-0.418, -1.920, -1.443], [-0.159, 1.915, -0.470], [-2.104, -0.395, -0.414], [-3.526, -0.446, -0.278], [2.372, -1.434, 0.050], [-0.346, 1.035, -0.105], [0.533, 0.270, 0.351], [-2.897, -2.319, -1.290]],
  "forces_ev_per_a": [[1.151, -1.965, -1.997], [-1.645, 2.180, 2.133], [-0.890, -1.959, -0.820], [1.287, -1.460, -1.515], [0.452, 0.061, 0.130], [-0.703, -0.732, 1.043], [1.918, -0.150, -0.885], [-0.496, 1.434, 0.022], [-0.252, 1.355, -3.464], [-0.596, 1.676, 0.937], [0.575, 0.213, 0.190], [0.413, -0.775, 1.284], [-0.420, -0.010, 0.076], [1.229, 1.055, 0.161], [-0.696, 0.068, -0.322], [2.076, -1.311, 0.108], [-0.648, -1.029, -0.226], [1.213, 2.418, -0.745], [-2.269, 0.687, 0.309], [1.943, -0.783, 0.004], [0.421, 1.743, 1.270], [0.542, -2.486, 1.070], [-1.774, 0.060, -0.014], [-2.828, -0.290, 1.250]],
  "mulliken_charge": [0.329, -0.602, -1.537, -0.078, 0.394, 0.358, 0.671, 0.447, -1.156, 0.224, 0.359, 0.345, 0.037, 0.341, -1.047, 1.043, -0.752, 0.312, 0.394, -0.097, 0.260, 0.571, -0.196, -0.620],
  "lumo_ha": -0.02619,
  "multiplicity": 1,
  "charge": 0
}


(5)
{
  "formula": "C21H31N3O3",
  "method": "ωB97M-V with the def2-TZVPD basis set",
  "species": ["H", "H", "C", "H", "H", "C", "H", "C", "H", "C", "H", "C", "O", "H", "C", "C", "H", "H", "H", "C", "H", "C", "O", "C", "H", "H", "H", "H", "H", "C", "N", "H", "C", "C", "H", "H", "H", "N", "H", "O", "C", "C", "C", "H", "H", "H", "H", "H", "H", "C", "C", "C", "H", "C", "H", "C", "N", "H"],
  "positions_angstrom": [[-2.478, 3.209, 3.633], [-0.761, 1.156, 1.225], [1.031, 0.308, 3.938], [-2.210, 1.371, 5.590], [0.622, 0.910, 5.982], [-0.925, 1.106, -3.178], [-2.073, -0.708, 2.306], [0.927, -0.879, -2.813], [1.101, -0.775, 5.799], [-1.860, 2.582, 2.995], [-2.209, 3.320, -1.966], [2.026, -1.614, -2.390], [0.541, -2.698, 0.449], [-2.665, 0.388, 4.206], [-0.415, 2.137, -2.149], [2.333, 1.116, 3.997], [-1.257, 3.226, 2.360], [-1.158, 3.376, -0.550], [-1.752, -2.521, -1.752], [-1.332, -0.155, -2.437], [2.149, 2.093, 4.437], [-1.096, -0.881, 1.855], [0.032, 0.871, -4.193], [-0.964, 1.710, 3.869], [4.108, -1.990, -2.650], [2.417, 1.028, -5.173], [0.102, 2.925, -2.700], [-1.805, 1.509, -3.691], [2.727, 1.260, 2.995], [1.091, 0.103, -3.797], [0.061, 1.019, 3.111], [0.701, 0.180, 1.356], [3.406, -0.484, -4.000], [-0.399, -2.162, -0.101], [1.927, -2.330, -1.589], [3.076, 0.595, 4.596], [-1.996, -0.912, -0.064], [-0.367, -1.093, -2.306], [-2.146, 1.945, -0.870], [-2.440, -0.285, -1.938], [3.260, -1.413, -2.984], [-0.687, -2.323, -1.601], [-1.812, 0.778, 4.764], [-0.410, 2.387, 4.532], [-1.307, -0.661, 6.303], [-2.519, 1.984, 2.371], [-1.065, -1.254, 4.665], [-0.569, -1.663, 2.405], [4.365, -0.341, -4.472], [-0.250, 0.418, 1.846], [0.507, 0.025, 5.354], [-0.963, -0.378, 5.307], [-0.095, -3.141, -2.012], [-1.552, 2.731, -1.331], [1.250, -0.653, 3.459], [2.326, 0.284, -4.398], [-1.288, -1.359, 0.506], [0.315, 1.655, -1.491]],
  "forces_ev_per_a": [[-0.102, 0.048, 0.028], [0.026, -0.036, -0.127], [0.485, 0.305, 0.143], [-0.082, 0.028, 0.023], [0.079, 0.052, 0.062], [-0.151, 0.492, 0.367], [0.024, -0.034, 0.055], [0.275, 0.304, -0.336], [0.073, 0.066, 0.043], [0.312, -0.084, 0.234], [-0.111, 0.072, -0.031], [-0.038, 0.059, -0.030], [0.349, -0.150, 0.168], [-0.091, 0.043, -0.026], [-0.140, -0.126, -0.144], [-0.194, -0.363, -0.058], [0.027, 0.100, -0.114], [-0.017, 0.079, 0.079], [0.166, -0.002, -0.009], [-0.140, 0.169, -0.250], [-0.047, 0.136, 0.073], [0.364, 0.192, 0.142], [0.147, -0.329, -0.206], [-0.298, 0.132, 0.061], [0.074, -0.057, 0.034], [0.000, 0.110, -0.087], [0.038, -0.084, -0.027], [0.091, -0.175, 0.143], [0.076, 0.035, -0.107], [0.281, -0.108, 0.138], [-0.125, -0.052, 0.035], [-0.077, -0.001, -0.111], [0.024, 0.005, 0.021], [-0.288, -0.132, -0.534], [-0.069, -0.092, 0.113], [0.188, -0.026, 0.109], [0.085, -0.138, -0.079], [-0.058, -0.206, -0.049], [-0.091, 0.006, 0.096], [-0.191, 0.116, -0.052], [0.041, -0.027, -0.050], [-0.047, -0.162, 0.215], [0.232, 0.039, -0.062], [-0.125, -0.018, 0.007], [-0.026, -0.100, -0.051], [-0.102, -0.070, -0.106], [-0.021, -0.062, 0.018], [-0.130, 0.076, 0.055], [0.091, 0.020, -0.040], [-0.150, -0.253, -0.040], [-0.188, -0.221, -0.217], [0.059, 0.100, 0.129], [-0.046, 0.101, 0.103], [0.150, -0.091, 0.001], [-0.063, -0.015, 0.032], [-0.262, 0.005, 0.082], [-0.351, 0.293, 0.168], [0.061, 0.033, -0.033]],
  "mulliken_charge": [0.494, -0.122, 0.080, 0.478, 0.344, -0.048, 0.036, 0.932, 0.477, -1.875, 0.456, -0.856, -0.681, 0.259, -0.268, -1.622, 0.372, 0.323, 0.456, 0.367, 0.283, -0.445, -0.533, 0.368, 0.423, 0.464, 0.383, 0.425, 0.338, 0.439, 0.671, 0.440, -0.421, 0.867, 0.462, 0.442, 0.345, 0.420, 0.298, -0.735, -0.928, -1.601, -0.959, 0.371, 0.458, 0.346, 0.145, 0.303, 0.382, -0.667, -0.991, -0.546, 0.583, -1.317, 0.369, -0.758, 0.034, 0.241],
  "lumo_ha": 0.02968,
  "multiplicity": 1,
  "smiles": "CC[C@H]1Oc2ccccc2N(CC(=O)NCCN2[C@@H](C)CCC[C@@H]2C)C1=O",
  "charge": 0
}


Taking the records one at a time from the top gives energy relative to the best compared isomer or geometry (same formula, charge and spin) values of 176.8; 50.2; 0.0; 251.3; 106.4 kJ/mol.